Formula: C31H84N5O21S
Source: the OMol25 dataset
Level of theory: the ωB97M-V functional and the def2-TZVPD basis

```
142
Properties=species:S:1:pos:R:3:mulliken_charge:R:1
C -9.857 19.524 -17.853 -0.68
N -11.271 19.085 -18.076 2.99
C -12.194 20.106 -17.435 -0.23
C -11.612 19.071 -19.531 0.23
C -11.433 17.655 -17.601 0.52
C -11.286 17.329 -16.094 -1.06
O -11.957 18.261 -15.311 -0.08
H -9.868 20.601 -17.693 -0.22
H -9.255 19.324 -18.737 0.13
H -9.471 19.039 -16.960 0.28
H -13.190 19.670 -17.496 -0.87
H -12.019 21.033 -17.974 0.84
H -11.935 20.233 -16.392 0.06
H -11.245 20.037 -19.882 -0.01
H -12.655 18.925 -19.726 -1.51
H -11.050 18.276 -20.026 0.65
H -10.677 17.061 -18.123 0.68
H -12.378 17.275 -17.979 -0.68
H -10.208 17.357 -15.921 0.38
H -11.644 16.295 -16.065 -0.08
H -12.926 18.157 -15.552 0.53
S -15.075 17.292 -17.036 0.82
O -14.450 18.074 -15.933 -1.00
O -14.229 16.126 -17.395 -0.98
O -16.367 16.837 -16.554 -0.82
O -15.217 18.187 -18.216 -0.17
C -4.108 19.926 -21.674 -1.37
C -4.743 20.399 -20.383 -0.55
C -5.671 19.399 -19.670 0.44
C -4.837 18.406 -18.867 -0.82
C -5.557 17.144 -18.325 -0.12
C -6.467 16.480 -19.370 -1.26
H -3.415 19.096 -21.490 0.31
H -3.504 20.703 -22.138 0.40
H -4.849 19.488 -22.346 0.33
H -4.016 20.916 -19.750 0.37
H -5.429 21.234 -20.589 0.28
H -6.229 18.899 -20.462 0.28
H -6.351 19.959 -19.026 -0.31
H -4.052 18.007 -19.524 0.25
H -4.242 18.803 -18.040 0.32
H -4.837 16.481 -17.845 0.40
H -6.252 17.439 -17.526 0.03
H -6.776 15.501 -18.993 0.42
H -7.260 17.110 -19.750 0.20
H -5.819 16.144 -20.191 0.35
C -15.040 20.210 -13.143 -0.32
C -15.317 21.238 -14.242 -0.43
O -14.548 20.974 -15.417 -0.46
O -15.496 18.904 -13.437 -0.59
H -15.535 20.527 -12.222 0.42
H -13.950 20.126 -13.013 0.00
H -15.023 22.221 -13.877 0.40
H -16.383 21.140 -14.478 0.24
H -14.487 20.014 -15.540 0.36
H -15.164 18.693 -14.323 0.42
C -10.636 18.528 -12.010 -0.71
C -9.808 19.508 -12.806 -0.28
O -10.551 20.212 -13.799 -0.22
O -10.979 17.391 -12.759 -0.59
H -11.531 18.982 -11.563 0.25
H -10.077 18.230 -11.116 0.41
H -8.991 18.969 -13.293 0.24
H -9.457 20.309 -12.151 0.31
H -10.932 19.685 -14.510 -0.16
H -11.352 17.616 -13.624 0.22
C -13.558 21.493 -21.778 0.43
C -13.095 20.161 -22.341 -0.82
O -13.562 19.017 -21.669 -0.57
O -14.950 21.571 -21.711 -0.59
H -13.150 22.152 -22.562 0.19
H -13.034 21.850 -20.886 -0.11
H -12.001 20.165 -22.281 0.24
H -13.353 20.113 -23.403 0.56
H -14.482 18.806 -21.862 0.19
H -15.198 21.194 -20.847 0.27
C -7.590 22.412 -17.809 1.64
C -6.326 22.220 -16.965 -0.79
O -6.170 23.251 -16.008 -0.62
O -7.315 23.461 -18.739 -0.77
H -8.421 22.683 -17.153 -0.63
H -7.873 21.531 -18.390 -0.15
H -5.461 22.264 -17.643 0.32
H -6.316 21.190 -16.604 0.40
H -6.328 24.048 -16.531 0.35
H -8.157 23.742 -19.112 0.31
C -12.882 13.123 -16.760 -0.49
C -14.324 12.728 -17.127 -0.54
O -14.856 13.505 -18.186 -0.62
O -12.676 14.371 -16.152 -0.54
H -12.191 13.000 -17.607 0.25
H -12.507 12.331 -16.097 0.40
H -14.949 12.809 -16.231 0.33
H -14.308 11.692 -17.472 0.38
H -14.779 14.436 -17.901 0.32
H -13.145 15.099 -16.627 0.33
C -17.591 19.458 -20.641 -0.09
C -17.204 20.521 -19.593 -0.66
O -15.828 20.454 -19.274 -0.55
O -17.672 18.177 -20.011 -0.64
H -16.751 19.429 -21.341 -0.01
H -18.585 19.725 -20.995 0.38
H -17.817 20.453 -18.694 0.38
H -17.381 21.470 -20.119 0.36
H -15.647 19.659 -18.709 0.46
H -16.899 18.038 -19.435 0.33
O -11.333 15.989 -21.252 -0.73
C -12.338 15.648 -20.620 0.79
N -13.176 16.556 -20.111 0.19
C -12.727 14.191 -20.485 -1.16
H -13.942 16.295 -19.500 0.03
H -13.154 17.495 -20.483 0.05
H -11.854 13.550 -20.595 0.32
H -13.348 13.974 -21.358 0.32
H -13.292 13.945 -19.588 0.34
O -8.651 16.082 -14.082 -0.47
C -7.933 15.384 -14.773 0.64
N -6.573 15.553 -14.806 -0.53
C -8.548 14.474 -15.812 -0.92
H -6.316 16.339 -14.223 0.29
H -6.148 15.545 -15.721 0.20
H -8.834 15.023 -16.709 0.16
H -9.358 13.878 -15.402 0.30
H -7.815 13.739 -16.165 0.41
O -10.016 22.088 -19.753 -0.58
C -10.529 22.857 -20.559 0.56
N -10.548 22.607 -21.887 -0.24
C -11.208 24.113 -20.072 -1.14
H -11.232 22.986 -22.519 0.21
H -10.042 21.853 -22.322 0.23
H -10.526 24.956 -20.176 0.37
H -11.555 23.925 -19.060 0.14
H -12.078 24.322 -20.701 0.47
O -10.585 22.582 -16.148 -0.38
C -10.091 23.411 -15.392 0.57
N -9.929 23.186 -14.070 -0.29
C -9.814 24.804 -15.925 -1.19
H -10.143 22.310 -13.609 0.15
H -9.149 23.681 -13.661 0.25
H -8.845 25.178 -15.571 0.36
H -10.476 25.573 -15.523 0.40
H -9.867 24.760 -17.007 0.10
```

Its spin multiplicity is 1. The calculation puts the HOMO-LUMO gap at 7.9822 eV. The calculation puts the LUMO energy at 1.685 eV. The calculation puts the molecular weight at 895.09 g/mol. Its max |F| is 3.0 eV Å⁻¹. As for the energy: -94795.2029 eV. As for the net charge: -1.